No. 1
# C6H9N

A single C6H9N molecule at a distorted geometry (ωB97M-V/def2-TZVPD, the OMol25 dataset).

Structure (XYZ):
```
16
Properties=species:S:1:pos:R:3:forces:R:3:mulliken_charge:R:1
C 3.3709 0.4144 0.2395 0.082 0.026 0.021 -1.308
C 2.0029 -0.0345 -0.0169 -0.466 -0.170 -0.109 1.226
C 0.8868 -0.4204 -0.2526 0.562 0.092 -0.005 -0.442
C -0.4315 -0.9329 -0.6276 0.144 -0.166 -0.277 -0.807
N -1.4824 -0.3546 0.1434 0.257 -0.585 0.401 0.036
C -2.8138 -0.2539 -0.1572 -0.039 0.331 0.515 -0.551
C -1.7426 0.8767 0.7071 -0.438 0.107 -0.236 -0.605
H 3.7964 0.8855 -0.6526 -0.072 -0.061 0.137 0.291
H 4.0104 -0.4306 0.5145 -0.103 0.124 -0.028 0.290
H 3.4000 1.1426 1.0554 -0.022 -0.096 -0.104 0.302
H -0.6029 -0.7615 -1.7022 0.085 -0.011 -0.020 0.289
H -0.4785 -2.0136 -0.4517 0.198 0.049 -0.197 0.279
H -3.5858 -0.6103 0.5123 0.250 -0.457 0.128 0.226
H -3.0941 -0.3173 -1.2417 0.094 0.954 0.707 0.271
H -1.8866 1.8176 0.1879 0.599 -0.087 -0.589 0.255
H -1.3492 0.9926 1.7424 -1.129 -0.051 -0.345 0.248
```
Forces are in eV/Å.

ΔE to the lowest compared entry with this formula, charge and spin = 116.0 kcal/mol
E_HOMO = -8.57 eV
Kohn-Sham gap = 9.56 eV
E = -288.597172 hartree
2S+1 = 1
E_LUMO = 1.0 eV
SMILES = CC#CCN1CC1

---

No. 2
# C6H9N

A single C6H9N molecule at a distorted geometry (ωB97M-V/def2-TZVPD, the OMol25 dataset).

Structure (XYZ):
```
16
Properties=species:S:1:pos:R:3:forces:R:3:mulliken_charge:R:1
C -2.5484 0.4078 0.1249 -0.473 2.116 0.216 -1.158
C -1.0981 0.2012 -0.1215 -0.028 -0.982 -1.648 0.696
C -0.6740 -0.7431 -1.0340 -0.584 0.524 1.411 -0.670
N 0.6768 -0.9319 -0.8503 -0.201 0.297 -1.041 -0.090
C 1.1473 0.0274 0.0159 -0.073 -0.203 0.015 0.404
C 2.5347 -0.0499 0.5699 0.156 0.713 -0.020 -1.150
C 0.0727 0.7865 0.4296 0.496 -0.851 1.009 -0.725
H -2.8304 0.1816 1.1535 0.017 0.030 0.026 0.239
H -2.7248 1.4808 -0.0507 -0.243 -0.013 0.515 0.285
H -3.3094 -0.0267 -0.5282 0.710 -0.668 -0.188 0.345
H -1.3827 -1.2151 -1.6933 0.644 -0.658 -0.241 0.374
H 1.2378 -1.4603 -1.4991 0.152 0.052 0.231 0.235
H 2.6490 0.6613 1.3915 -0.246 -0.184 0.114 0.305
H 2.7268 -1.0526 0.9515 0.166 0.029 -0.044 0.295
H 3.3283 0.2629 -0.1173 -0.143 -0.383 -0.245 0.289
H 0.1944 1.4702 1.2576 -0.350 0.181 -0.110 0.326
```
Forces are in eV/Å.

ΔE to the lowest compared entry with this formula, charge and spin = 14.0 kcal/mol
E_HOMO = -7.73 eV
Kohn-Sham gap = 8.77 eV
E = -288.759781 hartree
2S+1 = 1
E_LUMO = 1.0 eV
SMILES = Cc1c[nH]c(C)c1

---

No. 3
# C6H9N

A single C6H9N molecule (ωB97M-V/def2-TZVPD, the OMol25 dataset).

Structure (XYZ):
```
16
Properties=species:S:1:pos:R:3:forces:R:3:mulliken_charge:R:1
C -0.3914 -3.2911 1.4571 -0.005 -0.079 0.016 -1.307
C -0.3426 -1.8686 1.1114 0.010 0.480 -0.160 0.889
C -0.3233 -0.6990 0.8190 -0.010 -0.485 0.107 -0.163
C -0.3160 0.7307 0.4896 -0.068 0.063 0.002 -0.938
C 0.7596 1.1456 -0.5002 0.053 -0.179 0.095 0.034
C 0.4146 1.6935 -1.8306 -0.098 -0.128 -0.271 -0.465
N 0.8051 2.5830 -0.7389 0.184 0.208 0.028 -0.557
H -0.2231 -3.9140 0.5726 -0.017 0.102 0.120 0.289
H -1.3695 -3.5562 1.8724 0.144 0.061 -0.065 0.292
H 0.3699 -3.5475 2.2012 -0.102 0.072 -0.116 0.292
H -0.1738 1.3248 1.3997 -0.018 -0.153 -0.042 0.254
H -1.2946 1.0182 0.0861 0.124 -0.015 0.087 0.274
H 1.7038 0.6068 -0.4162 -0.162 0.124 0.012 0.395
H -0.6329 1.7601 -2.1186 0.164 -0.014 0.047 0.216
H 1.1059 1.5448 -2.6577 -0.088 -0.012 0.152 0.258
H 1.7604 2.9065 -0.8565 -0.111 -0.044 -0.013 0.236
```
Forces are in eV/Å.

ΔE to the lowest compared entry with this formula, charge and spin = 65.8 kcal/mol
E_HOMO = -9.38 eV
Kohn-Sham gap = 10.43 eV
E = -288.677232 hartree
2S+1 = 1
E_LUMO = 1.1 eV
SMILES = CC#CC[C@H]1CN1

---

No. 4
# C6H9N

A molecular structure, C6H9N at a distorted geometry (ωB97M-V/def2-TZVPD, the OMol25 dataset).

Structure (XYZ):
```
16
Properties=species:S:1:pos:R:3:forces:R:3:mulliken_charge:R:1
C 1.4876 1.3537 0.6568 0.155 0.048 -0.009 -1.337
C -0.8675 -1.7912 0.4372 0.168 -0.167 0.192 -1.359
N 1.0554 -0.2066 -1.2144 2.294 -0.038 1.063 -0.674
C 0.8224 0.1463 0.0856 -0.287 0.283 -2.836 0.856
C -0.4644 -0.3414 0.5722 -0.195 0.510 -1.647 0.203
C -0.7309 0.4543 -0.8436 -1.421 -0.370 4.254 -0.177
C -1.6035 1.2987 -1.2121 -0.005 -0.828 -1.084 -0.534
H 0.9273 -1.2019 -1.3919 -0.655 0.166 0.022 0.272
H -0.8096 0.1588 1.4762 -0.194 -0.007 -0.240 0.428
H 2.0702 1.0671 1.5345 -0.011 -0.071 0.033 0.380
H 2.1516 1.8026 -0.0779 -0.013 -0.127 -0.036 0.345
H 0.7559 2.1005 0.9635 -0.055 -0.140 0.106 0.345
H -0.3270 -2.3941 1.1702 -0.223 -0.080 0.128 0.347
H -0.6547 -2.2195 -0.5416 0.075 0.224 -0.048 0.275
H -1.9440 -1.8831 0.5763 0.061 -0.017 0.170 0.371
H -1.8688 1.6558 -2.1909 0.306 0.613 -0.068 0.259
```
Forces are in eV/Å.

ΔE to the lowest compared entry with this formula, charge and spin = 147.1 kcal/mol
E_HOMO (spin up / spin down) = -7.62 / -7.62 eV
Kohn-Sham gap (spin up / spin down) = 7.59 / 7.59 eV
E = -288.547679 hartree
2S+1 = 1
E_LUMO (spin up / spin down) = 0.0 / 0.0 eV

---

No. 5
# C6H9N

2 unconnected molecules or ions with the total composition C6H9N at a distorted geometry (ωB97M-V/def2-TZVPD, the OMol25 dataset).

Structure (XYZ):
```
16
Properties=species:S:1:pos:R:3:forces:R:3:mulliken_charge:R:1
H 0.7770 -0.3115 2.3276 -0.218 -0.091 -0.237 0.270
N 1.2496 -0.6106 1.4743 0.138 -0.117 -0.785 -0.651
C 0.4821 -0.7582 0.4663 -1.789 0.505 1.497 0.612
C 1.0310 -1.2209 -0.8522 0.225 0.267 -0.048 -1.025
C -1.0872 -0.6206 0.6572 1.520 -2.203 -1.266 -0.275
C -1.9605 -0.6547 -0.3566 0.141 0.944 0.546 -0.635
H 1.2774 -2.2837 -0.7672 -0.062 0.110 -0.076 0.289
H 0.3445 -1.0799 -1.6854 -0.038 -0.051 0.122 0.271
H 1.9494 -0.6718 -1.0758 -0.068 -0.134 0.109 0.278
H -1.4122 -0.9969 1.6241 -0.014 0.593 0.216 0.283
H -1.6771 -0.3790 -1.3671 0.039 -0.272 0.006 0.239
H -3.0229 -0.7800 -0.1709 0.102 -0.012 -0.011 0.260
C 0.0841 2.3243 0.2265 -1.092 -1.591 0.701 -0.424
C 0.9111 2.9995 -0.3311 -0.403 -0.502 0.223 -0.007
H -0.6262 1.5244 0.6855 1.655 2.423 -1.115 0.126
H 1.6799 3.5195 -0.8550 -0.136 0.132 0.118 0.387
```
Forces are in eV/Å.

ΔE to the lowest compared entry with this formula, charge and spin = 93.5 kcal/mol
E_HOMO = -9.83 eV
Kohn-Sham gap = 10.40 eV
E = -288.632988 hartree
2S+1 = 1
E_LUMO = 0.6 eV
SMILES = [H]/N=C(/C)C=C.C#C

---

No. 6
# C6H9N

A single C6H9N molecule (ωB97M-V/def2-TZVPD, the OMol25 dataset).

Structure (XYZ):
```
16
Properties=species:S:1:pos:R:3:forces:R:3:mulliken_charge:R:1
C 1.5870 -0.6211 0.1283 0.019 -0.015 -0.052 -1.516
C 0.1441 -0.1397 -0.0192 -0.075 0.003 -0.062 1.438
C -0.8404 -1.0528 0.7494 -0.092 -0.143 0.118 -1.475
C -0.4530 -0.0133 -1.4045 -0.056 -0.079 -0.188 -0.484
C -1.0844 1.1692 -1.6929 0.364 -0.169 0.268 -0.951
C -0.7392 1.8958 -0.4926 0.128 0.176 0.212 -0.105
N -0.0323 1.2414 0.4205 -0.133 0.087 -0.152 -0.138
H 1.8839 -0.6263 1.1860 -0.070 0.021 -0.189 0.395
H 1.6680 -1.6512 -0.2345 -0.036 0.172 0.026 0.337
H 2.2950 -0.0023 -0.4314 -0.182 -0.045 0.032 0.374
H -1.7016 -0.4661 1.0775 0.065 -0.108 -0.057 0.428
H -0.3708 -1.5263 1.6157 -0.010 0.119 -0.005 0.348
H -1.2149 -1.8396 0.0906 0.138 0.000 0.152 0.320
H -0.4600 -0.9192 -2.0165 -0.031 0.197 0.047 0.408
H -1.0165 2.9259 -0.2559 0.130 -0.149 -0.089 0.407
H 0.3351 1.6257 1.2795 -0.159 -0.067 -0.061 0.213
```
Forces are in eV/Å.

ΔE to the lowest compared entry with this formula, charge and spin = 77.0 kcal/mol
E_HOMO = -7.31 eV
Kohn-Sham gap = 7.54 eV
E = -288.659370 hartree
2S+1 = 1
E_LUMO = 0.2 eV
SMILES = CC1(C)C=C=CN1

---

No. 7
# C6H9N

2 unconnected molecules or ions with the total composition C6H9N at a distorted geometry (ωB97M-V/def2-TZVPD, the OMol25 dataset).

Structure (XYZ):
```
16
Properties=species:S:1:pos:R:3:forces:R:3:mulliken_charge:R:1
C -0.3732 -1.4088 -1.9005 0.838 0.533 -0.538 -0.898
C -0.3118 -0.7651 -0.7509 -1.786 -0.988 1.646 0.663
N -0.7582 -0.6697 0.4248 0.158 -0.243 -1.419 -0.563
C -1.8383 0.2555 0.7408 0.241 0.472 0.219 -0.882
H 0.4149 -1.3548 -2.6349 -0.103 0.185 -0.112 0.234
H -1.2575 -1.9744 -2.1547 0.008 -0.227 0.309 0.259
H -1.7245 1.2361 0.2654 -0.010 -0.097 -0.051 0.313
H -2.7923 -0.1791 0.4329 0.088 -0.010 -0.014 0.355
H -1.8561 0.4055 1.8210 -0.104 -0.004 -0.045 0.311
C 1.4070 0.6529 -1.0623 1.425 0.685 0.435 -0.461
C 1.7868 0.8267 0.0929 -0.846 -0.367 -1.447 -0.088
C 1.5571 0.6376 1.4735 -0.961 -0.606 0.639 -0.582
H 1.5247 0.7446 -2.1148 -0.210 -0.037 -0.183 0.481
H 2.3269 0.0512 1.9768 -0.097 0.070 0.034 0.287
H 0.5659 -0.0127 1.3708 1.284 0.723 0.533 0.316
H 1.3286 1.5545 2.0193 0.076 -0.089 -0.006 0.254
```
Forces are in eV/Å.

ΔE to the lowest compared entry with this formula, charge and spin = 117.6 kcal/mol
E_HOMO = -8.63 eV
Kohn-Sham gap = 9.29 eV
E = -288.594672 hartree
2S+1 = 1
E_LUMO = 0.7 eV
SMILES = C=C=NC.C#CC

---

No. 8
# C6H9N

A single C6H9N molecule at a distorted geometry (ωB97M-V/def2-TZVPD, the OMol25 dataset).

Structure (XYZ):
```
16
Properties=species:S:1:pos:R:3:forces:R:3:mulliken_charge:R:1
C -1.6101 0.9249 0.6430 0.124 0.062 0.078 -0.821
N -1.0335 0.2248 -0.4850 0.539 0.301 0.126 -0.220
C 0.2436 0.6340 -0.9534 0.267 0.704 -0.248 -0.623
C 1.3978 0.1279 -0.0930 0.297 0.145 0.096 -0.165
C 0.8310 -0.9098 0.8890 -0.261 0.008 0.187 -0.606
C -0.1212 -1.2916 -0.2412 -0.897 1.315 0.037 -0.534
C 0.8575 -0.6803 -1.2568 -0.144 0.135 -0.425 -0.354
H -0.9362 0.9993 1.5065 -0.057 0.079 -0.015 0.317
H -2.5490 0.4486 0.9588 0.271 0.018 -0.114 0.257
H -1.8566 1.9450 0.3187 0.043 -0.117 0.061 0.314
H 0.3441 1.5374 -1.5408 0.205 0.208 0.020 0.473
H 2.3274 0.6860 -0.0333 -0.068 -0.257 -0.004 0.401
H 0.3991 -0.6174 1.8497 0.072 0.061 -0.059 0.222
H 1.5930 -1.6828 1.0585 -0.326 0.056 -0.128 0.293
H -1.2025 -1.2905 -0.4570 0.043 -2.734 0.198 0.614
H 1.3157 -1.0557 -2.1636 -0.108 0.016 0.191 0.432
```
Forces are in eV/Å.

ΔE to the lowest compared entry with this formula, charge and spin = 131.9 kcal/mol
E_HOMO = -8.67 eV
Kohn-Sham gap = 9.82 eV
E = -288.571856 hartree
2S+1 = 1
E_LUMO = 1.2 eV
SMILES = CN1[C@H]2[C@H]3C[C@@H]1[C@H]32

---

No. 9
# C6H9N

A single C6H9N molecule (ωB97M-V/def2-TZVPD, the OMol25 dataset).

Structure (XYZ):
```
16
Properties=species:S:1:pos:R:3:forces:R:3:mulliken_charge:R:1
C -1.1230 0.5756 1.1020 -0.027 0.071 0.040 -1.500
C -0.0272 0.0460 0.1785 0.182 -0.045 0.053 1.406
C 0.7783 -1.0872 0.8368 -0.017 -0.062 0.059 -1.491
C 0.9702 1.0532 -0.3492 0.099 0.248 -0.040 -0.535
C 1.0965 1.1367 -1.7122 -0.214 -0.137 0.331 -0.858
C 0.0720 0.1906 -2.0850 -0.260 -0.167 -0.088 -0.110
N -0.5721 -0.4109 -1.0947 0.063 0.101 -0.158 -0.118
H -1.8353 -0.2184 1.3607 0.119 0.112 -0.073 0.386
H -0.6818 0.9330 2.0380 -0.021 -0.037 -0.171 0.342
H -1.6659 1.4040 0.6388 0.079 -0.099 0.031 0.374
H 1.3711 -1.5969 0.0766 0.041 0.021 0.072 0.412
H 0.1411 -1.8167 1.3444 -0.048 0.068 -0.081 0.351
H 1.4595 -0.6600 1.5739 -0.055 -0.069 0.016 0.351
H 1.5790 1.5937 0.3802 -0.107 -0.105 -0.116 0.360
H -0.2214 -0.0834 -3.1004 0.026 0.078 0.148 0.417
H -1.3411 -1.0591 -1.1886 0.139 0.023 -0.022 0.212
```
Forces are in eV/Å.

ΔE to the lowest compared entry with this formula, charge and spin = 74.1 kcal/mol
E_HOMO = -7.30 eV
Kohn-Sham gap = 7.54 eV
E = -288.664007 hartree
2S+1 = 1
E_LUMO = 0.2 eV
SMILES = CC1(C)C=C=CN1

---

No. 10
# C6H9N

A molecular structure, C6H9N (ωB97M-V/def2-TZVPD, the OMol25 dataset).

Structure (XYZ):
```
16
Properties=species:S:1:pos:R:3:forces:R:3:mulliken_charge:R:1
C -1.1827 -1.5270 -0.6521 0.173 -0.183 -0.123 -0.854
N -0.5273 -0.2183 -0.6336 0.018 0.033 0.036 -0.357
C -0.3919 0.2759 0.7791 -0.259 0.105 0.368 -0.220
C 1.0453 -0.2813 0.8545 -0.004 -0.042 0.141 -0.533
C 1.0352 0.2099 -0.5956 -0.057 -0.204 -0.258 -0.212
C 0.7739 1.7056 -0.4641 -0.254 -0.028 -0.022 -0.455
C -0.2025 1.7452 0.4444 0.159 0.137 0.073 -0.512
H -2.1995 -1.3450 -0.2586 0.387 0.012 -0.150 0.328
H -1.3242 -1.8972 -1.6697 0.249 0.034 0.041 0.299
H -0.7592 -2.3289 -0.0235 0.203 0.114 -0.134 0.283
H -1.1532 -0.0342 1.4988 -0.014 0.150 -0.179 0.514
H 1.0826 -1.3765 0.8736 -0.166 0.181 0.191 0.250
H 1.7495 0.1400 1.5820 -0.098 0.051 -0.275 0.301
H 1.8162 -0.0888 -1.3054 -0.635 -0.255 -0.076 0.437
H 1.1361 2.4867 -1.1250 0.011 -0.191 0.192 0.368
H -0.8981 2.5339 0.6953 0.286 0.084 0.174 0.362
```
Forces are in eV/Å.

ΔE to the lowest compared entry with this formula, charge and spin = 81.1 kcal/mol
E_HOMO = -8.36 eV
Kohn-Sham gap = 9.54 eV
E = -288.652777 hartree
2S+1 = 1
E_LUMO = 1.2 eV

---

> Among the records above, which one has the lowest ΔE to the lowest compared entry with this formula, charge and spin?

number 2